Molecular formula: C44H42GeN2O7SY
Method: DFT, wB97M-V/def2-TZVPD

Summary:
**<S²>**: 0.754
**Molar mass**: 904.41 g mol⁻¹
**2S+1**: 2
**HOMO energy (alpha / beta)**: -7.44 / -7.54 eV
**E_tot**: -4851.68512 Eh
**LUMO (alpha / beta)**: -0.837 / -2.045 eV
**Kohn-Sham gap (alpha / beta)**: 6.598 / 5.490 eV

The geometry in XYZ format:
```
98
Properties=species:S:1:pos:R:3:mulliken_spin:R:1
Y 0.424 -0.873 0.254 0.279
C 2.823 4.548 0.251 0.000
C 2.467 3.951 1.606 0.000
N 3.157 2.691 1.858 0.003
C 4.610 2.764 2.058 0.000
C 5.408 2.209 0.883 0.000
C 2.536 1.510 1.974 0.005
S 0.814 1.417 1.728 -0.030
N 3.291 0.489 2.373 0.000
C 3.111 -0.768 2.042 0.003
O 2.412 -1.165 1.058 0.000
C 3.824 -1.789 2.849 -0.001
C 3.410 -3.115 2.759 0.000
C 4.036 -4.089 3.521 0.000
C 5.085 -3.744 4.363 0.000
C 5.502 -2.420 4.451 0.000
C 4.868 -1.442 3.701 0.000
H 2.247 5.461 0.090 0.000
H 2.584 3.842 -0.547 0.001
H 3.881 4.803 0.186 0.000
H 1.398 3.772 1.668 0.001
H 2.737 4.646 2.405 0.000
H 4.857 2.212 2.963 0.000
H 4.855 3.814 2.218 0.000
H 5.174 1.154 0.736 0.000
H 6.477 2.298 1.081 0.000
H 5.181 2.750 -0.037 0.000
H 2.584 -3.370 2.108 0.000
H 3.703 -5.117 3.461 0.000
H 5.577 -4.506 4.954 0.000
H 6.319 -2.150 5.108 0.000
H 5.175 -0.407 3.763 0.000
O -2.751 -6.244 -0.778 0.003
C -2.061 -5.278 -0.605 0.002
C -1.718 -4.210 -1.634 -0.002
O -2.115 -4.146 -2.782 -0.006
C -0.900 -3.243 -0.924 0.000
C -0.752 -3.575 0.422 0.016
O -0.145 -2.772 1.240 0.013
C -1.396 -4.866 0.708 -0.006
O -1.453 -5.469 1.754 0.016
O -0.416 -2.120 -1.389 -0.020
C -2.925 -0.042 -2.455 0.087
Ge -2.348 0.137 -0.602 0.361
C -2.803 1.921 0.082 0.091
C -3.927 2.049 0.901 0.021
C -4.318 3.297 1.371 0.000
C -3.580 4.428 1.038 0.015
C -2.454 4.309 0.233 -0.008
C -2.066 3.061 -0.240 0.029
C -3.178 -1.237 0.486 0.240
C -3.960 -2.177 -0.144 0.050
C -4.502 -3.270 0.565 -0.013
C -4.189 -3.448 1.882 0.033
C -3.357 -2.524 2.564 -0.032
C -2.957 -2.736 3.905 0.003
C -2.124 -1.857 4.538 -0.004
C -1.671 -0.704 3.865 0.015
C -2.050 -0.468 2.573 -0.041
C -2.877 -1.384 1.874 -0.170
H -4.014 0.048 -2.482 0.014
H -2.625 -1.007 -2.866 -0.008
H -2.495 0.762 -3.052 -0.021
H -4.497 1.169 1.179 0.008
H -5.194 3.386 2.002 0.000
H -3.881 5.400 1.408 0.001
H -1.875 5.188 -0.023 0.000
H -1.179 2.980 -0.861 0.004
H -4.154 -2.103 -1.209 0.003
H -5.118 -3.991 0.043 0.002
H -4.543 -4.323 2.416 -0.001
H -3.307 -3.628 4.413 0.000
H -1.809 -2.041 5.558 0.000
H -1.020 -0.001 4.370 0.001
H -1.733 0.448 2.084 0.015
C -2.047 2.651 -6.237 0.000
C -1.174 1.824 -5.335 0.001
C -0.484 2.426 -4.281 -0.024
C 0.335 1.703 -3.431 -0.003
C 1.091 2.446 -2.352 0.014
C 0.470 0.314 -3.657 0.038
C 1.312 -0.515 -2.820 -0.019
O 1.643 -0.241 -1.664 0.018
C -0.218 -0.314 -4.717 -0.008
C -0.156 -1.808 -4.935 -0.001
C -1.028 0.458 -5.533 0.000
H -2.546 3.441 -5.675 0.000
H -2.801 2.041 -6.732 0.000
H -1.442 3.130 -7.011 0.000
H -0.588 3.496 -4.126 -0.001
H 0.975 3.520 -2.494 0.002
H 2.155 2.205 -2.382 0.000
H 0.743 2.189 -1.351 0.008
H 1.678 -1.448 -3.261 0.003
H 0.868 -2.151 -5.096 0.000
H -0.740 -2.087 -5.808 0.000
H -0.561 -2.349 -4.074 0.000
H -1.576 -0.023 -6.336 0.000
```

=====

Molecular formula: C44H42IrN9O3PS2
Method: DFT, wB97M-V/def2-TZVPD

Summary:
**<S²>**: 0.756
**Molar mass**: 1032.21 g mol⁻¹
**2S+1**: 2
**Energy relative to the best compared isomer or geometry (same formula, charge and spin)**: 1.565 eV
**HOMO energy (alpha / beta)**: -13.20 / -12.95 eV
**Charge**: +2
**E_tot**: -3662.11343 Eh
**LUMO (alpha / beta)**: -5.480 / -6.157 eV
**Kohn-Sham gap (alpha / beta)**: 7.717 / 6.791 eV

The geometry in XYZ format:
```
102
Properties=species:S:1:pos:R:3:mulliken_spin:R:1
Ir -0.237 0.424 -1.095 0.258
S -7.589 1.688 -1.163 0.000
N -6.376 2.747 -1.166 0.000
C -5.259 2.051 -1.302 0.002
C -3.922 2.609 -1.368 -0.006
C -3.636 3.976 -1.421 -0.001
C -2.321 4.369 -1.513 0.000
C -1.313 3.405 -1.507 -0.004
N -1.572 2.108 -1.446 0.014
C -2.863 1.708 -1.416 -0.009
C -3.095 0.275 -1.523 0.006
N -1.994 -0.485 -1.686 0.019
C -2.130 -1.777 -1.978 -0.018
C -3.379 -2.388 -2.038 0.011
C -4.511 -1.640 -1.800 -0.003
C -4.376 -0.270 -1.564 0.006
C -5.480 0.653 -1.394 -0.001
N -6.759 0.319 -1.331 0.001
H -4.446 4.693 -1.408 0.000
H -2.049 5.411 -1.592 0.000
H -0.274 3.701 -1.565 -0.002
H -1.217 -2.326 -2.154 -0.008
H -3.436 -3.444 -2.261 0.000
H -5.500 -2.079 -1.825 0.000
C -1.985 1.544 4.290 0.000
C -0.560 1.096 4.003 -0.001
N 0.167 2.041 3.147 0.001
C 0.832 3.148 3.858 0.000
C 2.267 2.805 4.221 0.000
C 0.211 1.965 1.822 -0.002
S -0.814 0.740 1.130 -0.003
N 0.984 2.877 1.209 0.009
C 1.399 2.760 -0.032 -0.006
O 1.260 1.751 -0.801 0.003
C 2.160 3.894 -0.609 -0.001
C 2.621 4.922 0.212 0.000
C 3.319 5.985 -0.336 -0.001
C 3.555 6.031 -1.704 0.001
C 3.098 5.009 -2.526 0.000
C 2.408 3.939 -1.981 0.000
H -2.477 0.811 4.929 0.000
H -2.558 1.629 3.367 0.000
H -2.005 2.506 4.802 0.000
H -0.556 0.115 3.529 0.001
H 0.014 1.019 4.927 0.000
H 0.237 3.343 4.750 0.000
H 0.795 4.029 3.225 0.000
H 2.320 1.889 4.811 0.000
H 2.703 3.609 4.814 0.000
H 2.867 2.677 3.320 0.000
H 2.434 4.873 1.275 0.000
H 3.681 6.778 0.303 0.000
H 4.097 6.864 -2.129 0.000
H 3.282 5.048 -3.591 0.000
H 2.048 3.138 -2.614 0.000
C 2.027 0.085 -6.198 0.000
O 1.015 0.344 -5.213 0.001
C 1.234 0.160 -3.919 0.004
O 0.268 0.404 -3.189 0.003
N 2.455 -0.265 -3.559 -0.001
N 2.807 -0.416 -2.221 -0.002
H 1.548 0.267 -7.153 0.000
H 2.358 -0.953 -6.150 0.000
H 2.866 0.773 -6.082 0.000
H 3.185 -0.239 -4.256 0.000
H 3.379 0.356 -1.904 0.000
H 3.270 -1.303 -2.079 -0.001
N 0.352 -1.309 -0.475 0.680
P 0.413 -2.594 0.430 -0.062
C 0.044 -4.121 -0.459 0.010
C -0.648 -5.174 0.133 -0.003
C -0.863 -6.348 -0.577 0.000
C -0.377 -6.479 -1.870 0.000
C 0.325 -5.434 -2.462 -0.001
C 0.534 -4.261 -1.758 0.001
C -0.689 -2.590 1.861 0.025
C -0.256 -3.073 3.093 -0.003
C -1.135 -3.116 4.168 0.002
C -2.439 -2.670 4.019 0.000
C -2.875 -2.185 2.792 0.002
C -2.006 -2.153 1.715 -0.007
C 2.100 -2.728 1.041 0.064
C 2.606 -1.638 1.754 -0.001
C 3.900 -1.675 2.242 -0.005
C 4.695 -2.793 2.012 0.008
C 4.198 -3.871 1.296 -0.001
C 2.899 -3.841 0.806 0.003
H -1.017 -5.087 1.147 0.000
H -1.410 -7.161 -0.119 0.000
H -0.540 -7.397 -2.417 0.000
H 0.710 -5.542 -3.467 0.000
H 1.086 -3.443 -2.211 -0.002
H 0.763 -3.417 3.217 0.003
H -0.798 -3.503 5.121 0.000
H -3.119 -2.701 4.860 0.000
H -3.893 -1.836 2.678 0.000
H -2.353 -1.783 0.759 0.013
H 1.979 -0.768 1.918 0.004
H 4.293 -0.837 2.803 0.000
H 5.707 -2.822 2.395 0.000
H 4.818 -4.740 1.122 0.000
H 2.512 -4.687 0.253 0.001
```

=====

| no. | F_max (eV Å⁻¹) |
| --- | --- |
| 1 | 1.05 |
| 2 | 2.45 |